Entry 1:
Molecular formula: C6H8O2
Method: DFT, ωB97M-V/def2-TZVPD

```
! RIJCOSX wB97M-V def2-TZVPD def2/J DEFGRID3
* xyz 0 1
C 1.271 -0.139 0.625
C 0.892 1.129 0.623
C -0.124 1.191 -0.547
C 0.467 0.092 -1.459
C 0.789 -0.972 -0.396
O -0.535 -1.484 0.256
C -1.192 -0.305 0.922
O -1.394 0.593 -0.075
H 2.177 -0.471 1.293
H 1.294 1.891 1.285
H -0.511 2.045 -0.942
H -0.285 -0.038 -2.291
H 1.592 0.496 -1.667
H 1.226 -1.835 -0.953
H -2.003 -0.916 1.396
H -0.680 -0.028 1.832
*
```

Computed properties:
Kohn-Sham gap   10.50 eV
Relative energy (zero: lowest compared OMol25 entry of this formula, charge and spin)   95.1 kcal per mole
DFT total energy   -10442.601 eV
Structure (SMILES)   C1=C[C@H]2C[C@@H]1OCO2
HOMO level   -9.57 eV

These are the natural (NBO) partial charges, in e, on atoms 1 to 6:
1 C -0.20
2 C -0.24
3 C 0.05
4 C -0.42
5 C 0.00
6 O -0.56

Entry 2:
Molecular formula: C6H11ClF5HoYb
Method: DFT, ωB97M-V/def2-TZVPD

```
! RIJCOSX wB97M-V def2-TZVPD def2/J DEFGRID3
* xyz -1 6
Ho 0.529 -0.342 -1.997
Cl 1.044 -1.727 -0.656
C 2.225 0.618 -2.331
C -0.431 -1.456 -3.318
H 2.259 1.028 -3.364
H 2.361 1.475 -1.638
H 3.108 -0.045 -2.215
H -0.377 -1.011 -4.336
H -1.508 -1.565 -3.069
H -0.003 -2.478 -3.389
Yb -0.028 -0.546 0.682
C -1.549 -1.465 1.749
C -0.634 0.520 -0.871
H -2.524 -1.047 1.415
H -1.543 -2.562 1.578
H -1.415 -1.260 2.834
H -1.703 0.480 -1.177
H -0.306 1.563 -0.666
F -1.763 1.243 2.665
C -0.468 1.289 2.179
F -0.290 2.493 1.523
C 0.523 1.215 3.335
F 0.315 2.271 4.204
F 0.368 0.026 4.021
F 1.812 1.282 2.839
*
```

Computed properties:
Kohn-Sham gap (alpha / beta)   6.51 / 5.53 eV
Relative energy (zero: lowest compared OMol25 entry of this formula, charge and spin)   297.4 kcal per mole
DFT total energy   -89820.230 eV
HOMO level (alpha / beta)   -3.90 / -3.27 eV

These are the Mulliken partial charges, in e, on atoms 1 to 6:
1 Ho 0.75
2 Cl -0.44
3 C -1.03
4 C -0.98
5 H 0.28
6 H 0.27

Entry 3:
Molecular formula: C23H44F3N2O9S3
Method: DFT, ωB97M-V/def2-TZVPD

```
! RIJCOSX wB97M-V def2-TZVPD def2/J DEFGRID3
* xyz 1 1
F -2.174 -1.099 1.044
C -1.801 -1.871 -0.022
F -0.478 -1.929 -0.074
F -2.261 -3.130 0.155
C -2.464 -1.313 -1.274
C -1.556 -0.332 -2.037
N -1.326 0.936 -1.258
C -2.361 2.002 -1.515
C -1.965 3.034 -2.607
N -0.550 3.391 -2.647
C 0.199 2.131 -2.774
C 1.658 2.316 -3.225
C 1.717 2.163 -4.742
C 1.923 3.223 -5.591
C 1.995 3.033 -6.956
C 1.839 1.770 -7.452
C 1.641 0.676 -6.630
C 1.590 0.897 -5.279
C 0.084 1.411 -1.412
H -3.409 -0.805 -1.061
H -2.670 -2.161 -1.932
H -0.598 -0.833 -2.190
H -2.006 -0.134 -3.011
H -1.430 0.667 -0.273
H -2.662 2.502 -0.592
H -3.267 1.492 -1.863
H -2.513 3.955 -2.371
H -2.323 2.745 -3.600
H -0.268 3.825 -1.770
H -0.308 1.566 -3.566
H 2.104 3.267 -2.922
H 2.288 1.503 -2.841
H 2.030 4.224 -5.177
H 2.172 3.887 -7.600
H 1.862 1.591 -8.525
H 1.542 -0.315 -7.057
H 1.425 0.053 -4.606
H 0.815 0.605 -1.308
H 0.347 2.149 -0.646
O -5.814 -6.254 2.863
S -5.868 -5.303 3.929
O -6.772 -4.197 3.881
O -4.390 -4.752 4.194
C -3.688 -4.171 3.085
C -4.226 -2.802 2.711
C -6.079 -6.142 5.461
H -3.712 -4.851 2.230
H -2.648 -4.084 3.396
H -5.249 -2.864 2.343
H -3.616 -2.359 1.935
H -4.236 -2.144 3.582
H -5.373 -6.966 5.517
H -7.101 -6.515 5.482
H -5.925 -5.435 6.273
O 5.999 3.313 -2.330
S 6.251 1.904 -2.305
O 5.194 0.971 -2.039
O 7.466 1.612 -1.324
C 7.370 2.070 0.041
C 6.406 1.240 0.866
C 7.048 1.431 -3.801
H 7.099 3.127 0.059
H 8.372 1.986 0.456
H 5.383 1.348 0.510
H 6.434 1.555 1.910
H 6.662 0.182 0.806
H 7.867 2.117 -4.000
H 6.304 1.489 -4.593
H 7.405 0.409 -3.700
O -2.262 1.406 4.855
S -1.349 0.795 5.775
O 0.016 1.212 5.835
O -1.401 -0.787 5.562
C -1.143 -1.281 4.239
C 0.328 -1.184 3.874
C -2.028 0.832 7.397
H -1.764 -0.756 3.512
H -1.443 -2.328 4.227
H 0.655 -0.147 3.814
H 0.510 -1.651 2.903
H 0.944 -1.675 4.626
H -3.058 0.488 7.362
H -1.984 1.865 7.738
H -1.424 0.201 8.044
*
```

Computed properties:
Kohn-Sham gap   9.01 eV
DFT total energy   -86623.319 eV
HOMO level   -11.54 eV

These are the Mulliken partial charges, in e, on atoms 1 to 6:
1 F -0.30
2 C 0.94
3 F -0.28
4 F -0.27
5 C -1.09
6 C -0.77

Entry 4:
Molecular formula: C26H19NO12
Method: DFT, ωB97M-V/def2-TZVPD

```
! RIJCOSX wB97M-V def2-TZVPD def2/J DEFGRID3
* xyz 0 1
C -4.788 4.377 -5.254
C -4.499 3.522 -4.036
O -4.024 3.953 -3.009
N -4.841 2.221 -4.199
C -4.596 1.214 -3.196
C -3.489 0.235 -3.619
C -3.254 -0.775 -2.534
C -3.980 -1.958 -2.493
C -3.787 -2.870 -1.472
C -2.871 -2.613 -0.461
O -2.630 -3.508 0.532
C -2.144 -1.417 -0.482
C -1.181 -1.133 0.596
C -1.596 -1.122 1.915
O -2.885 -1.306 2.237
C -0.663 -0.886 2.959
O -1.161 -0.895 4.205
C 0.683 -0.661 2.667
C 1.113 -0.662 1.313
C 0.179 -0.893 0.286
O 0.532 -0.915 -0.992
C 2.503 -0.446 0.973
O 2.914 -0.461 -0.196
C 3.443 -0.209 2.075
C 3.021 -0.198 3.414
C 3.927 0.042 4.427
C 5.277 0.275 4.148
O 6.090 0.509 5.167
C 5.714 0.246 2.800
C 7.146 0.465 2.529
O 7.953 0.763 3.393
O 7.520 0.293 1.269
C 4.788 0.011 1.779
C 5.207 0.066 0.331
O 5.282 1.085 -0.296
O 5.556 -1.135 -0.129
C 1.606 -0.432 3.765
O 1.242 -0.429 4.944
C -2.341 -0.520 -1.521
H -4.536 5.410 -5.033
H -4.191 4.036 -6.098
H -5.841 4.312 -5.518
H -5.184 1.910 -5.095
H -5.520 0.662 -2.995
H -4.296 1.744 -2.289
H -3.787 -0.268 -4.542
H -2.576 0.800 -3.810
H -4.697 -2.177 -3.271
H -4.351 -3.794 -1.458
H -3.215 -4.269 0.430
H -2.958 -1.276 3.205
H -0.399 -0.722 4.823
H 1.512 -0.744 -1.038
H 3.594 0.058 5.454
H 7.001 0.681 4.828
H 8.469 0.476 1.171
H 5.785 -1.070 -1.069
H -1.775 0.398 -1.531
*
```

Computed properties:
Kohn-Sham gap   6.82 eV
DFT total energy   -53333.578 eV
Structure (SMILES)   CC(=O)NCCc1ccc(O)c(-c2c(O)c(O)c3c(c2O)C(=O)c2c(cc(O)c(C(=O)O)c2C(=O)O)C3=O)c1
HOMO level   -8.34 eV

These are the natural (NBO) partial charges, in e, on atoms 1 to 6:
1 C -0.71
2 C 0.68
3 O -0.62
4 N -0.62
5 C -0.22
6 C -0.42

Entry 5:
Molecular formula: C6H13NP
Method: DFT, ωB97M-V/def2-TZVPD

```
! RIJCOSX wB97M-V def2-TZVPD def2/J DEFGRID3
* xyz 1 1
C -1.574 -0.085 0.156
C -0.254 0.521 0.014
C 0.339 -0.837 -0.515
C -2.720 0.630 0.726
C -0.284 1.617 -1.014
C 2.665 -0.929 0.419
N 1.358 -1.541 0.300
P -1.433 -1.630 -0.593
H 0.141 0.958 0.919
H 0.943 -0.739 -1.975
H -2.557 1.701 0.726
H -2.890 0.292 1.775
H -3.662 0.413 0.137
H -0.615 2.397 -0.455
H -1.101 1.374 -1.690
H 0.510 1.859 -1.605
H 3.313 -1.587 0.933
H 3.102 -0.636 -0.535
H 2.508 0.074 0.890
H 0.813 -1.344 1.093
H 1.398 -2.509 0.294
*
```

Computed properties:
Kohn-Sham gap   9.16 eV
Relative energy (zero: lowest compared OMol25 entry of this formula, charge and spin)   62.1 kcal per mole
DFT total energy   -17200.825 eV
HOMO level   -12.92 eV

These are the natural (NBO) partial charges, in e, on atoms 1 to 6:
1 C -0.20
2 C -0.37
3 C -0.27
4 C -0.71
5 C -0.59
6 C -0.43

Entry 6:
Molecular formula: C31H27N3O2PPt
Method: DFT, ωB97M-V/def2-TZVPD

```
! RIJCOSX wB97M-V def2-TZVPD def2/J DEFGRID3
* xyz 1 5
Pt 0.414 1.087 1.168
C 2.931 -0.137 4.719
C 1.791 -0.122 3.735
O 1.870 0.680 2.783
C 0.725 -1.033 3.997
C -0.489 -1.162 3.356
C -1.471 -2.192 3.833
N -0.857 -0.399 2.307
N -2.083 -0.434 1.905
C -2.315 0.025 0.645
O -1.379 0.124 -0.174
C -3.701 0.341 0.287
C -4.024 0.568 -1.051
C -5.307 0.952 -1.390
C -6.268 1.126 -0.401
C -5.947 0.907 0.932
C -4.669 0.509 1.278
H 3.708 0.555 4.406
H 3.348 -1.141 4.805
H 2.558 0.152 5.704
H 0.882 -1.687 4.842
H -1.165 -2.615 4.786
H -1.542 -2.991 3.093
H -2.460 -1.747 3.920
H -3.257 0.442 -1.804
H -5.566 1.127 -2.426
H -7.269 1.437 -0.671
H -6.701 1.049 1.695
H -4.400 0.335 2.312
C -0.203 -3.860 -2.170
C -0.199 -2.797 -3.062
C 0.328 -1.573 -2.683
C 0.848 -1.408 -1.404
C 0.833 -2.472 -0.508
C 0.314 -3.699 -0.894
P 1.647 0.140 -0.867
C 3.274 -0.008 -1.674
C 4.059 -1.107 -1.323
C 5.288 -1.303 -1.927
C 5.742 -0.402 -2.882
C 4.973 0.701 -3.217
C 3.746 0.913 -2.604
C 0.750 1.553 -1.590
C 0.519 1.936 -2.907
C -0.363 2.981 -3.152
C -1.011 3.631 -2.108
C -0.773 3.266 -0.788
C 0.130 2.247 -0.547
H -0.613 -4.816 -2.470
H -0.602 -2.922 -4.059
H 0.329 -0.750 -3.383
H 1.223 -2.335 0.496
H 0.315 -4.531 -0.202
H 3.695 -1.815 -0.588
H 5.895 -2.156 -1.653
H 6.701 -0.559 -3.358
H 5.331 1.406 -3.957
H 3.170 1.794 -2.847
H 1.000 1.432 -3.734
H -0.563 3.284 -4.171
H -1.716 4.425 -2.318
H -1.290 3.779 0.015
N -0.078 3.135 3.379
C -0.518 2.532 2.484
H 0.462 3.602 4.081
*
```

Computed properties:
Kohn-Sham gap (alpha / beta)   6.97 / 6.13 eV
Relative energy (zero: lowest compared OMol25 entry of this formula, charge and spin)   25.0 kcal per mole
DFT total energy   -53674.890 eV
HOMO level (alpha / beta)   -9.61 / -11.53 eV

These are the natural (NBO) partial charges, in e, on atoms 1 to 6:
1 Pt 1.13
2 C -0.70
3 C 0.56
4 O -0.63
5 C -0.38
6 C 0.28

Entry 7:
Molecular formula: C2H6N2O3
Method: DFT, ωB97M-V/def2-TZVPD

```
! RIJCOSX wB97M-V def2-TZVPD def2/J DEFGRID3
* xyz 0 1
C -2.280 -0.132 -0.051
C 3.351 0.351 0.412
N -0.319 1.001 -0.535
N 2.169 0.032 -0.031
O 1.710 -0.952 -0.563
O 0.906 1.291 -0.104
O -1.124 0.506 0.517
H -2.219 -1.286 -0.315
H -2.590 0.374 -0.857
H -2.953 -0.126 0.842
H 3.551 1.198 0.955
H 4.295 -0.285 0.250
H -0.446 0.267 -1.217
*
```

Computed properties:
Kohn-Sham gap   8.72 eV
Relative energy (zero: lowest compared OMol25 entry of this formula, charge and spin)   222.8 kcal per mole
DFT total energy   -11285.666 eV
HOMO level   -8.85 eV

These are the natural (NBO) partial charges, in e, on atoms 1 to 6:
1 C -0.28
2 C -0.27
3 N 0.02
4 N 0.29
5 O -0.40
6 O -0.30

Entry 8:
Molecular formula: C5H19N2O3S
Method: DFT, ωB97M-V/def2-TZVPD

```
! RIJCOSX wB97M-V def2-TZVPD def2/J DEFGRID3
* xyz -1 1
C -0.731 1.953 1.320
C -0.209 2.846 0.161
S 1.577 3.179 0.129
C -0.006 0.613 1.378
N -0.012 -0.127 0.092
C 1.358 -0.356 -0.460
C 1.374 -0.442 -1.961
N 1.036 0.768 -2.682
H -0.632 2.536 2.235
H -1.804 1.807 1.136
H -0.669 3.832 0.289
H -0.673 2.489 -0.773
H 1.016 0.743 1.703
H -0.560 -0.030 2.077
H -0.440 0.480 -0.608
H 1.948 0.509 -0.164
H 1.745 -1.258 0.027
H 0.872 -1.329 -2.390
H 2.368 -0.775 -2.302
H 1.775 1.435 -2.540
H 0.160 1.162 -2.375
H 0.796 -2.052 2.163
H -0.293 -2.955 1.735
O 0.384 -2.882 2.443
H -3.194 -1.271 0.558
H -1.833 -0.822 -0.159
O -2.689 -1.280 -0.261
H -1.636 -2.791 -0.424
H -0.155 -2.688 -0.289
O -0.870 -3.295 -0.059
*
```

Computed properties:
Kohn-Sham gap   6.20 eV
Relative energy (zero: lowest compared OMol25 entry of this formula, charge and spin)   1.5 kcal per mole
DFT total energy   -25452.335 eV
HOMO level   -3.09 eV

These are the natural (NBO) partial charges, in e, on atoms 1 to 6:
1 C -0.43
2 C -0.53
3 S -0.69
4 C -0.24
5 N -0.70
6 C -0.27

The evaluated max |F| for the records listed, in turn: 7.7; 18.2; 1.8; 0.9; 6.5; 1.3; 5.7; 1.8 eV Å⁻¹.